Density functional theory data (wB97M-V/def2-TZVPD) for a 2-piece molecular cluster, C10H16 overall at a distorted geometry.

Its net charge is +1. The HOMO energy (alpha / beta) comes out at -14.06 / -14.06 eV. The calculation puts the energy above the lowest of the compared OMol25 structures with the same formula, charge and spin at 2.1998 eV. The calculated total energy comes out at -390.2291 Ha. As for the spin multiplicity: 2. Its molar mass is 136.238 Da. Its frontier orbital gap (alpha / beta) is 0.354 / 0.205 Eh. As for the max |F|: 5.33 eV/A.

Geometry (Å):
1 C 0.4853 -0.8790 -1.3940
2 C 0.6670 -2.3789 -1.6011
3 C -0.9751 -0.4244 -0.8578
4 C -1.9697 -0.5651 -1.8195
5 C -1.1820 0.2625 0.2860
6 C -3.1588 0.0924 -1.6177
7 C -2.4429 0.8422 0.5532
8 C -3.3885 0.8732 -0.5049
9 H 1.2424 -0.5812 -0.6084
10 H 0.8745 -0.2510 -2.2641
11 H -0.0527 -2.9817 -1.0313
12 H -1.8238 -1.3872 -2.5588
13 H -0.3125 0.3444 1.0051
14 H -3.9428 -0.2425 -2.2180
15 H -2.6012 1.2702 1.5548
16 H -4.3525 1.3760 -0.4023
17 H 1.5724 -2.8079 -1.0902
18 H 0.4849 -2.5700 -2.6033
19 C 2.9181 1.6692 2.7672
20 C 2.2200 0.8513 1.5619
21 H 2.3066 2.6455 2.8731
22 H 3.0086 1.2004 3.6950
23 H 3.9832 1.5759 2.4455
24 H 1.5437 0.0127 1.8573
25 H 3.0773 0.4700 1.0207
26 H 1.8182 1.5832 0.9516



Density functional theory data (wB97M-V/def2-TZVPD) for C10H16AuClF3N3 as an isolated structure at a distorted geometry.

Its net charge is +2. The HOMO energy comes out at -16.04 eV. The calculation puts the energy above the lowest of the compared OMol25 structures with the same formula, charge and spin at 0.7922 eV. The calculated total energy comes out at -1449.7398 Ha. Its molar mass is 467.673 Da. Its frontier orbital gap is 0.235 Eh. As for the max |F|: 1.44 eV/A.

Geometry (Å):
1 Au -0.1395 0.0623 0.6766
2 N -0.7944 -2.0857 0.4537
3 C 0.2212 -3.1562 0.2100
4 C 0.9383 -3.0338 -1.1332
5 C 2.2899 -2.3029 -1.1378
6 C 2.2696 -0.7903 -1.3130
7 N 2.0877 -0.0700 -0.0189
8 H -1.3122 -2.3141 1.2975
9 H -1.4752 -2.0955 -0.3025
10 H -0.3033 -4.1111 0.2488
11 H 0.9276 -3.1499 1.0408
12 H 0.2655 -2.5884 -1.8754
13 H 1.1215 -4.0506 -1.4772
14 H 2.8819 -2.7056 -1.9578
15 H 2.8434 -2.5539 -0.2260
16 H 1.4777 -0.4832 -1.9999
17 H 3.2103 -0.4699 -1.7596
18 H 2.4181 0.8863 -0.0927
19 H 2.6466 -0.5179 0.7003
20 Cl -4.6476 2.7752 -1.3370
21 C -3.0667 2.9550 -0.7230
22 C -2.4368 4.1906 -0.6766
23 C -1.1598 4.2739 -0.1452
24 C -0.5358 3.1302 0.3072
25 N -1.1450 1.9338 0.2396
26 C -2.3951 1.8434 -0.2482
27 H -2.9421 5.0714 -1.0517
28 H -0.6464 5.2229 -0.0803
29 H 0.4586 3.1630 0.7293
30 H -2.8777 0.8755 -0.2558
31 F -1.1423 0.6327 3.1126
32 C -0.0595 0.0277 2.7622
33 F -0.0150 -1.2369 3.0381
34 F 1.0364 0.6721 2.9947



Density functional theory data (wB97M-V/def2-TZVPD) for C10H16B2ClIN2O4Tl as an isolated structure at a distorted geometry.

Its net charge is +3. The HOMO energy comes out at -19.87 eV. The calculation puts the energy above the lowest of the compared OMol25 structures with the same formula, charge and spin at 0.0000 eV. The calculated total energy comes out at -1779.9213 Ha. Its molar mass is 616.612 Da. Its frontier orbital gap is 0.116 Eh. As for the max |F|: 6.76 eV/A.

Geometry (Å):
1 C 0.0719 1.9688 3.3346
2 C 0.3299 2.9691 2.1115
3 O -0.5035 2.6423 1.0277
4 B 0.1229 2.4931 -0.1804
5 O 1.0931 3.3360 -0.6097
6 C -0.3096 1.2564 -1.2500
7 Cl 0.5311 1.5223 -2.7863
8 C -1.7487 1.5316 -1.5419
9 N -2.8432 1.4566 -1.8308
10 C -0.0423 -0.1569 -0.6766
11 C -0.6672 -0.3415 0.6638
12 N -1.1168 -0.4253 1.7001
13 B 1.5862 -0.2707 -0.4034
14 O 2.0298 -0.1328 0.9145
15 O 2.4709 -0.4189 -1.4033
16 C 3.5884 -1.3151 -1.1116
17 C -0.6253 -1.3306 -1.6166
18 I 0.5252 -3.1407 -1.5634
19 C -2.1468 -1.6629 -1.3608
20 C -2.4803 -2.9159 -0.4758
21 H 0.2779 2.4807 4.2851
22 H -0.9828 1.6694 3.3599
23 H 0.7628 1.1156 3.1917
24 H 1.4003 2.9222 1.8866
25 H -0.0179 3.9622 2.5029
26 H 0.7289 4.2447 -0.6519
27 H 2.1412 -1.0032 1.3299
28 H 3.3238 -2.0221 -0.3062
29 H 3.7595 -1.9388 -2.0009
30 H 4.5080 -0.7624 -0.8990
31 H -0.5543 -0.9551 -2.6557
32 H -2.5679 -1.8985 -2.3535
33 H -2.7159 -0.8209 -0.9524
34 H -3.5260 -2.7627 -0.1337
35 H -2.5053 -3.8490 -1.0723
36 H -1.8544 -2.9906 0.4645
37 Tl -2.1592 -4.5341 1.1743



Repeat the second record exactly.
Density functional theory data (wB97M-V/def2-TZVPD) for C10H16AuClF3N3 as an isolated structure at a distorted geometry.

Its net charge is +2. The HOMO energy comes out at -16.04 eV. The calculation puts the energy above the lowest of the compared OMol25 structures with the same formula, charge and spin at 0.7922 eV. The calculated total energy comes out at -1449.7398 Ha. Its molar mass is 467.673 Da. Its frontier orbital gap is 0.235 Eh. As for the max |F|: 1.44 eV/A.

Geometry (Å):
1 Au -0.1395 0.0623 0.6766
2 N -0.7944 -2.0857 0.4537
3 C 0.2212 -3.1562 0.2100
4 C 0.9383 -3.0338 -1.1332
5 C 2.2899 -2.3029 -1.1378
6 C 2.2696 -0.7903 -1.3130
7 N 2.0877 -0.0700 -0.0189
8 H -1.3122 -2.3141 1.2975
9 H -1.4752 -2.0955 -0.3025
10 H -0.3033 -4.1111 0.2488
11 H 0.9276 -3.1499 1.0408
12 H 0.2655 -2.5884 -1.8754
13 H 1.1215 -4.0506 -1.4772
14 H 2.8819 -2.7056 -1.9578
15 H 2.8434 -2.5539 -0.2260
16 H 1.4777 -0.4832 -1.9999
17 H 3.2103 -0.4699 -1.7596
18 H 2.4181 0.8863 -0.0927
19 H 2.6466 -0.5179 0.7003
20 Cl -4.6476 2.7752 -1.3370
21 C -3.0667 2.9550 -0.7230
22 C -2.4368 4.1906 -0.6766
23 C -1.1598 4.2739 -0.1452
24 C -0.5358 3.1302 0.3072
25 N -1.1450 1.9338 0.2396
26 C -2.3951 1.8434 -0.2482
27 H -2.9421 5.0714 -1.0517
28 H -0.6464 5.2229 -0.0803
29 H 0.4586 3.1630 0.7293
30 H -2.8777 0.8755 -0.2558
31 F -1.1423 0.6327 3.1126
32 C -0.0595 0.0277 2.7622
33 F -0.0150 -1.2369 3.0381
34 F 1.0364 0.6721 2.9947



Question: What is the net charge in the first record?
Answer: +1



Question: Look up the molar mass of the third one.
Answer: 616.612 Da